Record 1
105
Properties=species:S:1:pos:R:3:forces:R:3:mulliken_charge:R:1 method="wB97M-V/def2-TZVPD" total_energy_ha=-8566.88146 homo_lumo_gap_ev=7.03 relative_energy_kcal_mol=29.2 lumo_energy_ev=-7.994 max_force_ev_per_a=1.65 homo_energy_ev=-15.022 total_charge=+3
Bi -1.1617 0.0102 0.5400 -0.3 -0.5 -0.2 3.244
Se -4.5871 0.1495 2.8244 -0.3 0.1 0.0 0.061
Se -2.3017 0.0945 3.2008 -0.1 0.3 0.5 0.097
C -1.7992 1.9454 2.9185 0.0 -0.1 -0.1 0.362
C -2.0996 2.9661 3.7964 0.0 -0.1 0.0 -0.956
C -1.6679 4.2452 3.4650 0.0 0.0 0.0 -0.679
C -0.9413 4.4343 2.2999 0.0 0.0 0.0 -0.963
C -0.6623 3.3448 1.4930 0.0 0.0 0.1 -0.366
N -1.0972 2.1205 1.7958 -0.1 0.1 0.2 1.015
C -4.6930 -0.6663 1.0830 0.2 -0.2 -0.1 0.158
C -5.9429 -0.7456 0.4819 0.0 0.1 0.2 -0.808
C -6.0506 -1.4421 -0.7071 0.1 -0.1 0.0 -0.527
C -4.9127 -2.0230 -1.2583 0.0 0.0 0.0 -1.248
C -3.7101 -1.8549 -0.6046 -0.1 0.1 0.0 -0.280
N -3.5964 -1.1912 0.5566 -0.2 0.0 -0.1 0.352
H -2.6550 2.7680 4.7025 0.0 0.0 0.0 0.641
H -1.8877 5.0807 4.1159 0.0 0.0 0.0 0.486
H -0.5872 5.4151 2.0161 0.0 0.0 0.0 0.598
H -0.0786 3.4414 0.5908 0.0 0.0 -0.1 0.225
H -6.8027 -0.2820 0.9476 0.0 0.0 0.0 0.492
H -7.0085 -1.5403 -1.2000 0.0 0.0 0.0 0.489
H -4.9564 -2.5881 -2.1785 0.0 0.0 0.0 0.555
H -2.7814 -2.2420 -1.0069 0.0 0.0 -0.1 0.563
C 2.0256 -2.3789 0.2790 0.1 -0.1 0.0 -1.240
N 2.0847 -0.8854 0.3132 -0.4 0.0 0.0 0.916
P 1.3606 -0.1539 1.7068 1.4 0.0 0.1 -0.658
C 2.3543 1.3395 2.0102 -0.3 0.0 0.0 1.559
C 1.9104 2.2081 3.0077 0.0 0.0 -0.1 -0.624
C 2.7027 3.2740 3.3995 0.0 0.0 0.1 -0.758
C 3.9382 3.4758 2.7989 0.0 0.0 0.0 -0.961
C 4.3922 2.5943 1.8289 0.1 0.0 0.0 -0.610
C 3.6113 1.5142 1.4478 0.0 0.0 0.0 -0.773
C 1.9471 -1.1070 3.1415 -0.3 -0.1 -0.1 1.512
C 3.2604 -1.5786 3.1355 0.0 0.0 0.0 -0.701
C 3.7679 -2.2127 4.2562 0.0 0.0 0.0 -0.856
C 2.9877 -2.3409 5.3994 0.0 0.0 0.0 -0.811
C 1.7012 -1.8242 5.4236 0.0 0.0 0.1 -0.347
C 1.1779 -1.2089 4.2946 0.0 0.0 -0.1 -0.941
P 1.2635 -0.2760 -1.1310 1.4 0.9 0.1 -1.531
C 2.3582 -0.8841 -2.4582 -0.3 -0.2 0.0 1.303
C 1.8756 -0.8310 -3.7630 -0.1 -0.1 0.1 -0.715
C 2.7214 -1.0998 -4.8278 0.0 0.0 -0.1 -0.865
C 4.0501 -1.4241 -4.5942 0.0 0.0 0.0 -0.702
C 4.5287 -1.4913 -3.2928 0.0 0.0 0.0 -0.897
C 3.6914 -1.2133 -2.2233 0.0 0.0 0.0 -0.524
C 1.7050 1.4986 -1.2988 -0.2 -0.2 -0.2 1.538
C 0.6338 2.3680 -1.5007 0.1 -0.2 0.1 -0.634
C 0.8466 3.6989 -1.8392 -0.1 0.1 0.0 -0.087
C 2.1411 4.1719 -1.9733 -0.1 0.0 0.0 -0.943
C 3.2160 3.3049 -1.8102 0.1 -0.1 0.0 -0.709
C 3.0016 1.9730 -1.5057 0.0 0.2 0.0 -0.635
H 2.5292 -2.7864 1.1493 0.0 0.0 0.0 0.656
H 2.5386 -2.7296 -0.6137 0.0 0.0 0.1 0.546
H 1.0057 -2.7555 0.2570 -0.1 0.0 0.0 -0.009
H 0.9695 2.0187 3.5149 0.0 0.1 0.0 0.440
H 2.3700 3.9338 4.1899 0.0 0.0 0.0 0.528
H 4.5605 4.3024 3.1137 0.0 0.0 0.0 0.449
H 5.3688 2.7358 1.3851 0.0 0.0 0.0 0.539
H 3.9823 0.7865 0.7412 0.0 0.0 -0.1 0.484
H 3.8878 -1.4269 2.2659 0.0 -0.1 0.0 0.398
H 4.7811 -2.5913 4.2442 0.0 0.0 0.0 0.499
H 3.3936 -2.8211 6.2791 0.0 0.0 0.0 0.443
H 1.1084 -1.8910 6.3265 0.0 0.0 0.0 0.510
H 0.1798 -0.7845 4.3235 0.0 -0.1 0.0 0.369
H 0.8402 -0.5615 -3.9419 0.0 0.0 -0.1 0.466
H 2.3506 -1.0464 -5.8427 0.0 0.0 0.0 0.486
H 4.7184 -1.6098 -5.4239 0.0 -0.1 0.0 0.431
H 5.5626 -1.7507 -3.1079 0.0 0.0 0.0 0.513
H 4.0819 -1.2429 -1.2139 0.0 0.0 0.0 0.313
H -0.3821 1.9880 -1.4254 -0.1 0.1 0.0 -0.072
H 0.0037 4.3604 -2.0015 0.0 0.0 0.0 0.581
H 2.3142 5.2078 -2.2325 0.0 0.0 0.0 0.455
H 4.2269 3.6666 -1.9431 0.0 0.0 0.0 0.509
H 3.8471 1.3026 -1.4599 0.0 0.0 0.1 0.385
C -0.7708 -4.0145 3.2985 -0.1 0.0 -0.1 -0.875
S -1.8296 -3.1258 2.1489 0.5 -0.5 -0.1 0.465
C -2.1119 -4.4834 0.9866 -0.2 0.2 0.2 -0.926
O -0.8381 -2.2006 1.4159 -0.2 0.0 -0.1 -0.976
H -0.0155 -4.5751 2.7509 0.0 0.0 -0.1 0.366
H -1.3972 -4.6800 3.8926 0.0 0.0 0.0 0.555
H -0.2966 -3.2829 3.9455 0.0 0.1 0.0 0.100
H -1.2483 -4.5454 0.3272 0.1 0.0 0.1 0.179
H -3.0168 -4.2797 0.4190 0.0 0.0 0.0 0.256
H -2.2398 -5.4073 1.5479 0.0 0.0 0.0 0.610
S -3.2135 1.9622 -0.4541 -0.3 0.0 0.0 -0.259
C -3.2018 2.7363 -1.9602 0.2 -0.1 0.0 0.209
N -2.6364 2.2763 -3.0810 -0.1 0.2 -0.2 0.028
C -2.8486 3.1746 -4.2232 0.1 0.0 -0.1 -0.514
C -3.5664 4.3752 -3.5745 0.0 0.1 0.0 -0.521
N -3.7261 3.9351 -2.1855 -0.1 0.0 -0.2 -0.124
H -2.3345 1.3260 -3.1952 0.0 0.0 0.2 0.104
H -3.4579 2.6960 -4.9892 0.0 0.0 0.0 0.327
H -1.8924 3.4527 -4.6639 0.0 0.0 0.0 0.303
H -4.5335 4.5816 -4.0294 0.0 0.0 0.0 0.341
H -2.9649 5.2829 -3.6137 0.0 0.0 0.0 0.306
H -4.2557 4.4512 -1.5046 0.1 -0.1 0.2 0.201
C -2.0230 -4.7373 -3.9069 0.1 0.0 -0.1 -1.134
C -0.5926 -4.2392 -3.6416 -0.2 -0.3 -0.3 -0.439
C -0.6103 -3.1360 -2.7032 0.1 0.4 0.4 0.203
N -0.6701 -2.2703 -1.9454 -0.4 -0.4 -0.1 -0.116
H -1.9959 -5.5935 -4.5765 0.0 0.0 0.0 0.402
H -2.6160 -3.9581 -4.3837 0.0 0.0 0.0 0.312
H -2.5121 -5.0383 -2.9809 0.0 0.0 0.0 0.282
H -0.1272 -3.9039 -4.5705 0.1 0.0 0.1 0.310
H 0.0310 -5.0356 -3.2310 0.0 0.0 0.0 0.290

---

Record 2
105
Properties=species:S:1:pos:R:3:forces:R:3:mulliken_charge:R:1 method="wB97M-V/def2-TZVPD" total_energy_ha=-18645.36607 homo_lumo_gap_ev=4.93 relative_energy_kcal_mol=9.5 lumo_energy_ev=3.558 max_force_ev_per_a=0.39 homo_energy_ev=-1.371 total_charge=-2
Tl -1.4218 0.4661 -0.2241 -0.3 -0.2 0.1 1.171
C 0.2311 -4.4004 -2.8711 0.0 0.0 0.0 -1.634
C -0.6204 -3.2175 -2.3976 0.0 0.1 -0.1 0.420
C -0.7075 -2.2061 -3.5475 0.0 0.0 0.0 -1.350
P -0.1395 -2.2867 -0.8447 0.1 -0.2 0.2 1.166
C 1.6921 -2.6219 -0.6979 0.0 0.1 0.1 0.450
C 2.1678 -2.1593 0.6829 0.0 0.0 0.0 -1.613
C 2.4512 -1.8737 -1.7943 0.0 0.0 -0.1 -0.732
C -0.7334 -3.3302 0.5461 0.0 -0.1 -0.1 0.266
C -0.6524 -4.7199 0.4990 0.0 0.1 0.0 -0.314
C -0.9946 -5.5410 1.5635 0.0 0.0 0.1 -1.113
C -1.4100 -4.9322 2.7463 0.0 0.0 -0.1 -0.668
C -1.5105 -3.5613 2.8300 -0.1 0.0 0.0 -0.497
C -1.2184 -2.6977 1.7307 -0.1 0.2 0.2 -1.197
N -1.2804 -1.3475 1.8333 0.1 -0.4 -0.2 0.704
C -2.0442 -0.7434 2.7924 0.1 0.0 -0.1 -1.895
C -3.3846 -1.1116 3.0630 0.0 0.0 0.0 -0.174
C -4.1214 -0.4806 4.0430 0.1 0.0 0.0 -0.838
C -3.5647 0.5566 4.7967 0.0 0.0 0.0 -0.863
C -2.2792 0.9751 4.4953 0.1 0.0 0.0 -0.308
C -1.5223 0.3748 3.4878 0.0 0.1 0.1 1.056
P 0.1632 0.9281 3.0164 0.0 0.0 0.0 1.537
C 0.0620 2.7850 3.2796 0.0 0.0 0.0 0.263
C 1.3328 3.4333 2.7147 0.0 0.0 0.1 -1.357
C -1.1346 3.4019 2.5440 0.1 0.0 0.0 -1.140
C 1.0810 0.3766 4.5616 0.1 0.0 -0.1 0.364
C 2.5775 0.6931 4.4653 -0.1 0.0 0.0 -1.444
C 0.8869 -1.1334 4.7227 0.0 0.0 0.0 -1.386
H -0.2593 -4.8637 -3.7335 0.0 0.0 0.0 0.492
H 0.3833 -5.1781 -2.1266 0.0 0.0 0.0 0.381
H 1.2181 -4.0665 -3.2017 0.0 0.0 0.0 0.268
H -1.6320 -3.5641 -2.1686 0.0 0.0 0.0 0.459
H 0.2960 -1.9180 -3.8820 -0.1 0.0 0.0 0.188
H -1.2224 -1.2994 -3.2461 -0.1 0.1 0.0 0.180
H -1.2364 -2.6361 -4.4044 0.0 0.0 0.0 0.479
H 1.8675 -3.6993 -0.7931 0.0 0.0 0.0 0.709
H 1.9303 -1.1020 0.8371 0.0 0.0 0.0 0.053
H 3.2534 -2.2877 0.7778 0.0 0.0 0.0 0.641
H 1.6847 -2.7332 1.4761 0.0 0.0 0.0 0.334
H 2.2259 -0.8055 -1.7323 0.0 -0.1 0.0 -0.594
H 2.1775 -2.2093 -2.7961 0.0 0.0 0.0 0.102
H 3.5339 -2.0115 -1.6790 0.0 0.0 0.0 0.621
H -0.3104 -5.1943 -0.4079 0.0 0.0 -0.1 0.151
H -0.9303 -6.6191 1.4752 0.0 0.0 0.0 0.378
H -1.6497 -5.5375 3.6151 0.0 0.0 0.0 0.368
H -1.8254 -3.1117 3.7634 0.0 0.0 0.0 0.315
H -3.8248 -1.9004 2.4636 0.0 0.0 0.0 0.597
H -5.1486 -0.7839 4.2169 0.0 0.0 0.0 0.364
H -4.1315 1.0325 5.5886 0.0 0.0 0.0 0.372
H -1.8438 1.7895 5.0683 0.0 0.0 -0.1 0.204
H -0.0007 3.0028 4.3532 -0.1 0.0 0.0 0.558
H 1.4273 3.1880 1.6525 0.0 0.1 0.2 0.102
H 2.2421 3.1030 3.2164 0.0 0.0 0.0 0.242
H 1.2745 4.5246 2.8021 0.0 0.0 0.0 0.548
H -0.9820 3.3366 1.4617 0.0 0.0 0.1 -0.123
H -1.2277 4.4633 2.8012 0.0 0.0 0.0 0.504
H -2.0786 2.9115 2.7679 0.0 0.0 0.0 0.249
H 0.6524 0.8910 5.4295 0.0 0.0 0.1 0.439
H 2.9697 0.3924 3.4883 0.0 0.0 0.0 0.189
H 3.1371 0.1488 5.2336 0.0 0.0 0.0 0.454
H 2.7837 1.7559 4.5998 0.0 0.0 0.0 0.333
H 1.1729 -1.6615 3.8082 0.0 0.0 0.0 0.055
H -0.1539 -1.3820 4.9245 0.0 0.0 0.0 0.201
H 1.5012 -1.5131 5.5465 0.0 0.0 0.0 0.592
Br -4.3526 2.7336 0.1208 0.0 0.1 0.0 -0.158
C -3.4293 3.3779 -1.4459 -0.1 0.0 0.1 1.371
Br -2.0129 4.6264 -1.0193 0.0 0.0 -0.1 -0.189
H -4.1456 3.8996 -2.0633 0.0 0.0 0.0 0.430
H -2.9745 2.5268 -1.9487 0.1 -0.1 -0.1 -1.520
Br -6.9133 -2.1476 -4.6942 0.0 0.0 0.0 -0.243
C -5.4130 -1.1481 -4.0893 0.1 0.1 0.0 0.212
C -4.9462 -0.0764 -4.8223 0.0 -0.1 0.1 0.309
Br -5.7755 0.4304 -6.4555 0.0 0.0 0.0 -0.251
C -3.8165 0.6240 -4.3480 0.0 0.0 0.1 -0.175
Br -3.1116 2.1171 -5.3073 -0.2 0.0 0.0 -0.226
C -3.1315 0.2985 -3.1723 0.0 -0.1 -0.1 -0.435
O -2.0697 0.9170 -2.7787 -0.2 0.0 0.0 -0.365
C -3.6551 -0.8132 -2.3658 0.0 -0.1 0.0 -0.159
O -3.0903 -1.1322 -1.2625 0.1 0.2 -0.2 -0.102
C -4.7666 -1.5007 -2.8889 0.0 0.0 0.1 0.025
Br -5.3607 -2.9744 -1.8418 0.0 0.0 0.0 -0.237
O 1.3918 1.0990 -0.4647 0.3 0.0 0.0 -0.245
S 1.9181 2.4585 -0.7485 -0.1 0.0 -0.3 0.212
C 1.7859 2.6445 -2.5344 0.0 0.0 0.0 0.532
C 0.6393 2.0952 -3.0964 0.1 0.1 0.2 -0.068
C 0.4195 2.2434 -4.4584 0.0 0.0 -0.1 -0.650
C 1.3392 2.9293 -5.2411 0.0 0.0 0.1 -0.718
C 2.4758 3.4874 -4.6646 0.0 0.0 0.0 -0.585
C 2.7000 3.3554 -3.3015 0.0 0.0 0.0 -0.537
C 3.7027 2.3526 -0.5722 -0.1 -0.1 0.0 0.369
C 4.3964 1.3052 -1.1640 0.1 0.0 0.0 0.146
C 5.7404 1.1374 -0.8754 0.0 0.0 0.0 -0.812
C 6.3806 2.0069 0.0043 0.0 0.0 0.0 -0.370
C 5.6785 3.0462 0.5959 0.0 0.0 0.0 -0.728
C 4.3278 3.2173 0.3110 0.0 0.1 0.0 -0.493
H -0.0875 1.5689 -2.4859 0.1 0.0 -0.2 0.018
H -0.4832 1.8312 -4.8928 0.1 0.0 0.1 0.282
H 1.1658 3.0401 -6.3051 0.0 0.0 0.0 0.381
H 3.1879 4.0276 -5.2774 0.0 0.0 0.0 0.368
H 3.5834 3.7886 -2.8459 0.0 0.0 0.0 0.453
H 3.8766 0.6201 -1.8231 0.0 0.0 0.0 0.362
H 6.2888 0.3195 -1.3264 0.0 0.0 0.0 0.395
H 7.4283 1.8603 0.2396 0.0 0.0 0.0 0.370
H 6.1740 3.7097 1.2943 0.0 0.0 0.0 0.388
H 3.7549 4.0087 0.7823 0.0 0.0 0.0 0.362